*A*
Here is a single C2H2FP molecule from OMol25. Energies are from ωB97M-V with the def2-TZVPD basis set.

Output
2S+1: 1
LUMO (alpha / beta): -0.0310 / -0.0518 hartree
HOMO-LUMO gap (alpha / beta): 8.000 / 7.298 eV
HOMO (alpha / beta): -0.3250 / -0.3200 hartree

Element x y z (Å)
1 C 0.97 0.24 -0.49
2 C 0.04 -1.67 0.23
3 F 2.09 0.41 0.21
4 P -0.65 -0.09 0.11
5 H -1.33 0.20 -0.98
6 H -1.11 0.92 0.93

*B*
Here is a single C2H2FP molecule from OMol25. Energies are from ωB97M-V with the def2-TZVPD basis set.

Output
2S+1: 1
LUMO (alpha / beta): -0.0730 / -0.0681 hartree
HOMO-LUMO gap (alpha / beta): 7.133 / 7.272 eV
HOMO (alpha / beta): -0.3352 / -0.3353 hartree

Element x y z (Å)
1 C 2.13 -0.02 -0.61
2 C 1.27 -1.77 0.24
3 F 3.15 0.13 0.20
4 P 0.55 -0.27 0.07
5 H -0.28 0.10 -0.90
6 H -0.46 0.18 1.05

*C*
Here is a single C2H2FP molecule from OMol25. Energies are from ωB97M-V with the def2-TZVPD basis set.

Output
2S+1: 1
LUMO: -0.0188 hartree
SMILES string: F[C@H]1C=P1
HOMO-LUMO gap: 9.383 eV
HOMO: -0.3636 hartree

Element x y z (Å)
1 F -0.99 -1.18 1.07
2 C -0.47 0.03 0.28
3 C 0.80 0.02 -0.41
4 P -0.34 0.15 -1.64
5 H -0.90 0.96 0.77
6 H 1.90 0.02 -0.08

Which structure is most stable? *C*, by 0.2464 hartree over the runner-up.

*A*
Here is a single C24H31NO8 molecule from OMol25. Energies are from ωB97M-V with the def2-TZVPD basis set.

Output
2S+1: 1
LUMO: 0.0230 hartree
SMILES string: CCOc1ccc(CCNC(=O)COC(=O)c2cc(OC)c(OC)c(OC)c2)cc1OCC
HOMO-LUMO gap: 8.608 eV
HOMO: -0.2934 hartree

Element x y z (Å)
1 C -1.92 -5.60 -0.30
2 C -1.25 -4.58 -1.21
3 O -0.73 -3.47 -0.51
4 C -1.58 -2.52 -0.02
5 C -2.94 -2.43 -0.30
6 C -3.70 -1.40 0.23
7 C -3.12 -0.43 1.03
8 C -3.95 0.71 1.57
9 C -4.52 1.57 0.44
10 N -3.48 2.06 -0.43
11 C -3.09 3.34 -0.46
12 O -3.63 4.24 0.15
13 C -1.90 3.59 -1.40
14 O -0.69 3.00 -0.93
15 C -0.43 1.73 -1.24
16 O -1.22 1.01 -1.83
17 C 0.91 1.30 -0.81
18 C 1.35 0.03 -1.18
19 C 2.62 -0.40 -0.81
20 O 3.09 -1.64 -1.09
21 C 2.23 -2.58 -1.69
22 C 3.48 0.45 -0.09
23 O 4.72 0.06 0.34
24 C 5.55 -0.69 -0.53
25 C 3.02 1.73 0.28
26 O 3.70 2.66 1.01
27 C 5.10 2.58 1.20
28 C 1.74 2.14 -0.09
29 C -1.76 -0.51 1.31
30 C -0.99 -1.55 0.81
31 O 0.34 -1.73 1.05
32 C 0.97 -0.99 2.08
33 C 0.54 -1.44 3.47
34 H -2.25 -6.45 -0.88
35 H -2.78 -5.16 0.20
36 H -1.22 -5.93 0.46
37 H -1.93 -4.25 -2.01
38 H -0.37 -5.03 -1.69
39 H -3.42 -3.16 -0.94
40 H -4.76 -1.37 0.01
41 H -3.33 1.33 2.22
42 H -4.78 0.32 2.16
43 H -5.03 2.45 0.86
44 H -5.23 0.99 -0.15
45 H -2.95 1.36 -0.95
46 H -2.13 3.19 -2.39
47 H -1.70 4.66 -1.45
48 H 0.68 -0.61 -1.72
49 H 1.34 -2.74 -1.08
50 H 1.93 -2.26 -2.70
51 H 2.80 -3.50 -1.76
52 H 5.33 -1.76 -0.47
53 H 6.57 -0.51 -0.19
54 H 5.45 -0.36 -1.57
55 H 5.63 2.51 0.24
56 H 5.37 3.52 1.69
57 H 5.38 1.74 1.83
58 H 1.42 3.12 0.21
59 H -1.32 0.25 1.93
60 H 2.04 -1.20 1.94
61 H 0.82 0.08 1.94
62 H 1.10 -0.89 4.22
63 H 0.74 -2.50 3.60
64 H -0.52 -1.27 3.63

*B*
Here is a single C24H31NO8 molecule from OMol25. Energies are from ωB97M-V with the def2-TZVPD basis set.

Output
2S+1: 1
LUMO: 0.0256 hartree
SMILES string: COc1cc(O)c([C@H](CC(=O)N2CCOCC2)c2cc(OC)c(OC)c(OC)c2)c(OC)c1
HOMO-LUMO gap: 8.620 eV
HOMO: -0.2912 hartree

Element x y z (Å)
1 C 0.90 4.46 3.48
2 O 0.05 3.97 2.48
3 C 0.37 2.78 1.89
4 C 1.46 2.00 2.23
5 C 1.69 0.80 1.56
6 O 2.78 0.09 1.97
7 C 0.82 0.35 0.57
8 C 0.98 -1.00 -0.10
9 C 1.61 -0.81 -1.49
10 C 2.93 -0.12 -1.28
11 O 3.75 -0.60 -0.50
12 N 3.22 1.01 -1.95
13 C 2.36 1.80 -2.79
14 C 1.88 3.04 -1.99
15 O 2.82 3.41 -1.01
16 C 4.15 3.22 -1.44
17 C 4.45 1.72 -1.62
18 C -0.34 -1.73 -0.10
19 C -1.03 -1.80 1.11
20 C -2.26 -2.42 1.19
21 O -3.01 -2.49 2.33
22 C -2.54 -1.82 3.48
23 C -2.83 -3.03 0.05
24 O -4.08 -3.63 0.13
25 C -4.17 -4.76 0.97
26 C -2.13 -2.97 -1.16
27 O -2.53 -3.47 -2.36
28 C -3.71 -4.22 -2.50
29 C -0.90 -2.31 -1.22
30 C -0.24 1.19 0.20
31 O -1.00 0.75 -0.86
32 C -2.25 1.36 -1.09
33 C -0.47 2.38 0.86
34 H 0.47 5.41 3.79
35 H 1.91 4.63 3.10
36 H 0.95 3.79 4.34
37 H 2.16 2.28 3.00
38 H 3.15 -0.42 1.22
39 H 1.67 -1.60 0.50
40 H 0.91 -0.27 -2.12
41 H 1.81 -1.79 -1.94
42 H 2.94 2.12 -3.66
43 H 1.50 1.23 -3.14
44 H 0.97 2.82 -1.44
45 H 1.70 3.88 -2.69
46 H 4.78 3.65 -0.67
47 H 4.32 3.77 -2.38
48 H 5.20 1.57 -2.40
49 H 4.83 1.29 -0.69
50 H -0.59 -1.34 1.98
51 H -3.31 -1.96 4.23
52 H -1.60 -2.26 3.84
53 H -2.39 -0.75 3.29
54 H -3.45 -5.53 0.68
55 H -4.00 -4.49 2.02
56 H -5.18 -5.14 0.85
57 H -4.59 -3.65 -2.19
58 H -3.78 -4.45 -3.56
59 H -3.67 -5.16 -1.94
60 H -0.42 -2.29 -2.18
61 H -2.74 0.74 -1.84
62 H -2.86 1.37 -0.18
63 H -2.14 2.38 -1.47
64 H -1.29 3.03 0.60

Which structure is most stable? *A*, by 0.0394 hartree over the runner-up.

*A*
Here is a single C2H4N4S molecule from OMol25. Energies are from ωB97M-V with the def2-TZVPD basis set.

Output
2S+1: 1
LUMO: 0.0238 hartree
HOMO-LUMO gap: 8.704 eV
HOMO: -0.2960 hartree

Element x y z (Å)
1 C 1.76 -0.27 -0.33
2 C 1.45 1.00 0.03
3 N 0.57 -0.91 -0.15
4 N 0.11 1.16 0.26
5 N -0.40 -0.02 0.14
6 N -1.44 -0.73 0.20
7 S -2.98 -0.05 -0.24
8 H 2.63 -0.86 -0.48
9 H 2.15 1.80 0.20
10 H -0.26 -1.72 -0.55
11 H -3.58 0.59 0.93

*B*
Here is a single C2H4N4S molecule from OMol25. Energies are from ωB97M-V with the def2-TZVPD basis set.

Output
2S+1: 1
LUMO: 0.0074 hartree
SMILES string: NN1C=NN=CS1
HOMO-LUMO gap: 8.680 eV
HOMO: -0.3116 hartree

Element x y z (Å)
1 N 1.94 -0.01 0.16
2 N 0.59 0.04 -0.16
3 C 0.00 -1.15 -0.44
4 N -1.29 -1.31 -0.11
5 N -1.91 -0.29 0.48
6 C -1.71 0.92 0.23
7 S -0.25 1.47 -0.70
8 H 2.44 0.53 -0.48
9 H 2.18 0.29 1.13
10 H 0.43 -2.09 -0.71
11 H -2.42 1.61 0.59

Which structure is most stable? *B*, by 0.0695 hartree over the runner-up.

*A*
Here is 2 unconnected molecules or ions with the total composition C2H4N4S from OMol25. Energies are from ωB97M-V with the def2-TZVPD basis set.

Output
2S+1: 1
LUMO: 0.0037 hartree
HOMO-LUMO gap: 8.588 eV
HOMO: -0.3119 hartree

Element x y z (Å)
1 C -0.04 0.66 0.02
2 C 0.72 -0.67 -0.18
3 H 0.02 2.88 0.28
4 H 1.78 1.88 -0.12
5 H -2.05 -1.15 0.87
6 H -0.23 -2.56 -0.29
7 N 0.66 1.74 -0.30
8 N -1.37 0.44 0.07
9 N -1.59 -1.02 -0.18
10 N -0.25 -1.51 -0.20
11 S 2.36 -0.69 0.02

*B*
Here is a molecular structure, C2H4N4S from OMol25. Energies are from ωB97M-V with the def2-TZVPD basis set.

Output
2S+1: 1
LUMO (alpha / beta): -0.0006 / -0.0006 hartree
HOMO-LUMO gap (alpha / beta): 7.043 / 7.045 eV
HOMO (alpha / beta): -0.2595 / -0.2595 hartree

Element x y z (Å)
1 C 1.34 0.89 -0.91
2 C -0.71 -0.41 1.73
3 N 1.80 -0.04 -0.22
4 N 2.12 -0.88 0.45
5 N -1.01 -0.08 0.60
6 N -1.60 -0.57 -0.47
7 S -0.06 1.73 -0.27
8 H 1.90 1.18 -1.88
9 H -0.21 -0.26 2.69
10 H -2.61 -0.71 -0.54
11 H -0.96 -0.86 -1.17

Which structure is most stable? *A*, by 0.0953 hartree over the runner-up.

*A*
Here is a gas-phase ion, C3H8NO2S2 (charge +1) from OMol25. Energies are from ωB97M-V with the def2-TZVPD basis set.

Output
2S+1: 1
LUMO: -0.1431 hartree
SMILES string: [NH3+][C@@H](CSS)C(=O)O
HOMO-LUMO gap: 8.175 eV
HOMO: -0.4435 hartree
Net charge: +1

Element x y z (Å)
1 N 0.07 1.36 1.22
2 C 0.69 0.32 0.20
3 C -0.38 -0.70 -0.22
4 S -0.84 -1.76 1.27
5 S -2.19 -2.88 0.16
6 C 1.08 1.13 -1.04
7 O 0.94 2.32 -1.03
8 O 1.52 0.32 -2.03
9 H 0.57 2.21 1.13
10 H -0.20 1.15 2.34
11 H -0.94 1.53 1.01
12 H 1.59 -0.09 0.67
13 H -1.22 -0.14 -0.63
14 H 0.14 -1.37 -1.07
15 H -2.38 -4.02 0.91
16 H 1.53 0.60 -2.91

*B*
Here is 3 unconnected molecules or ions with the total composition C3H8NO2S2 from OMol25. Energies are from ωB97M-V with the def2-TZVPD basis set.

Output
2S+1: 1
LUMO: -0.2711 hartree
HOMO-LUMO gap: 4.756 eV
HOMO: -0.4459 hartree
Net charge: +1

Element x y z (Å)
1 N -0.30 0.79 1.43
2 C 0.91 0.50 1.85
3 C 1.97 1.48 1.48
4 O 3.15 1.15 1.99
5 O 1.72 2.55 1.00
6 C -0.63 0.38 -1.19
7 S -1.79 -0.77 -1.16
8 S -2.71 -3.01 -3.79
9 H -0.41 0.31 0.42
10 H -2.08 -2.89 -2.61
11 H -1.06 0.62 2.10
12 H 0.95 -0.12 2.75
13 H 3.90 1.76 1.92
14 H -0.89 1.42 -1.39
15 H 0.42 0.09 -1.28
16 H -3.15 -4.25 -3.53

Which structure is most stable? *A*, by 0.1280 hartree over the runner-up.

*A*
Here is 2 unconnected molecules or ions with the total composition FNO4S from OMol25. Energies are from ωB97M-V with the def2-TZVPD basis set.

Output
2S+1: 1
LUMO (alpha / beta): -0.0679 / -0.1205 hartree
HOMO-LUMO gap (alpha / beta): 9.439 / 7.377 eV
HOMO (alpha / beta): -0.4148 / -0.3916 hartree

Element x y z (Å)
1 N -1.02 1.30 0.44
2 O -0.24 2.09 0.85
3 O -2.10 1.25 0.07
4 O 1.50 -1.22 0.96
5 O -0.07 -2.17 -0.70
6 F 1.31 -0.20 -1.47
7 S 0.63 -1.04 -0.15

*B*
Here is a single FNO4S molecule from OMol25. Energies are from ωB97M-V with the def2-TZVPD basis set.

Output
2S+1: 1
LUMO: -0.0556 hartree
SMILES string: O=NOS(=O)(=O)F
HOMO-LUMO gap: 10.695 eV
HOMO: -0.4487 hartree

Element x y z (Å)
1 O -0.60 -1.31 -1.48
2 N -1.18 -0.65 -0.76
3 O -0.52 0.82 -0.59
4 S 0.50 0.51 0.50
5 O 1.55 -0.21 -0.17
6 O 0.65 1.60 1.36
7 F -0.41 -0.77 1.15

Which structure is most stable? *B*, by 0.0510 hartree over the runner-up.